Entry 1:
C20H28CoNO3P | ωB97M-V with the def2-TZVPD basis set

Computed properties:
* F_max: 2.8 eV/A
* LUMO level (spin up / spin down): -0.1 / -0.6 eV
* net charge: 0
* orbital gap (spin up / spin down): 0.269 / 0.279 Eh
* spin multiplicity: 4
* ΔE to the lowest compared entry with this formula, charge and spin: 0.0 kJ/mol
* ⟨S²⟩: 3.768

Each line ends with the Löwdin spin population.
Element x y z (Å)
O  -3.16951  0.75158  2.20304  0.01
O  0.10617  2.51060  2.86529  0.00
N  -2.33552  -1.30546  -2.34519  0.01
H  -0.96855  -0.39156  -3.63443  0.00
H  -2.51722  1.56607  -0.73004  0.00
H  3.34654  -1.53627  -2.43088  0.00
H  -3.18348  -3.06786  -3.02876  0.00
C  -2.16962  -0.45696  -1.22049  0.03
H  -2.75632  1.21502  -2.47198  0.00
C  1.83417  2.48975  -2.45409  0.00
H  3.72811  -1.22946  1.43779  0.00
H  0.87854  3.71481  -3.94964  0.00
H  2.84578  2.82419  -2.66464  0.00
H  1.36908  2.18927  5.11351  0.00
C  0.32687  0.40304  5.82848  0.00
H  -2.18792  -1.20004  4.03909  0.00
H  3.00744  1.29349  0.22322  0.00
H  1.97961  -2.64424  -2.01580  0.00
O  -1.13748  0.87801  1.19771  0.08
C  -2.95703  -2.57635  -2.07578  0.00
C  -0.52867  2.52739  -2.84709  0.01
H  0.88516  0.33603  6.77140  0.00
H  -0.87427  -1.41017  6.22244  0.00
C  -1.94044  0.72282  2.22172  0.01
H  1.65531  -1.05707  -2.78401  0.00
H  -3.88526  -2.40352  -1.52114  0.00
C  -2.10920  1.02641  -1.60362  0.01
H  -1.41111  2.91118  -3.34792  0.00
H  -1.25590  -0.76195  -0.64126  0.01
H  0.62238  -1.12416  1.68563  0.01
C  -1.21264  0.61107  3.53277  0.00
C  2.30406  -1.59844  -2.08512  0.01
H  3.71164  0.77827  -1.35733  0.00
C  -1.43119  -0.47476  4.37643  0.00
P  2.19754  -0.89089  -0.40500  0.09
C  0.74077  2.98725  -3.15902  0.00
H  -1.61766  -1.96701  -4.15204  0.00
H  -0.42690  2.31772  2.05063  0.00
C  -1.26095  -1.38590  -3.29391  0.00
H  -0.35613  -1.88928  -2.90622  0.00
C  2.79245  0.83492  -0.75818  0.01
H  -3.05161  -0.61417  -0.58819  0.00
H  4.50840  -1.57482  -0.13180  0.01
C  -0.71882  1.51533  -1.88985  0.03
H  -2.32037  -3.25286  -1.47561  0.00
H  3.34627  -2.73641  0.56654  0.00
C  -0.65988  -0.57336  5.54282  0.00
C  1.65049  1.49397  -1.48445  0.02
H  0.11744  -1.70741  1.36632  0.01
C  0.59804  1.43808  4.93461  0.00
C  3.58125  -1.67321  0.44787  0.03
C  -0.18105  1.54392  3.76988  0.00
Co  0.11500  -0.38455  0.26613  2.47
C  0.37617  1.00797  -1.20984  0.13

Entry 2:
H2NaO | ωB97M-V with the def2-TZVPD basis set

Computed properties:
* F_max: 1.0 eV/A
* LUMO level: -5.1 eV
* net charge: +1
* orbital gap: 0.429 Eh
* ΔE to the lowest compared entry with this formula, charge and spin: 12.9 kJ/mol

Each line ends with the natural charge from an NBO analysis.
Element x y z (Å)
O  0.71359  1.84059  1.70996  -1.01
H  0.29779  2.02505  2.58251  0.51
H  1.51859  2.40627  1.69426  0.51
Na  0.00000  0.00000  0.00000  1.00

Entry 3:
C30H27CrO4Si | ωB97M-V with the def2-TZVPD basis set

Computed properties:
* F_max: 4.7 eV/A
* LUMO level (spin up / spin down): -5.5 / -9.9 eV
* net charge: +2
* orbital gap (spin up / spin down): 0.251 / 0.140 Eh
* spin multiplicity: 4
* ⟨S²⟩: 3.835

Each line ends with the Löwdin spin population.
Element x y z (Å)
H  -2.05158  -9.19174  4.65633  0.01
C  2.08869  0.31543  1.69557  0.03
H  -5.60816  3.90516  1.92984  0.00
C  -2.23716  -8.45734  3.86565  0.27
C  -4.81178  0.58096  2.28672  0.08
C  -2.70160  -0.67994  1.48887  0.34
H  -3.31308  3.89334  0.93957  0.00
H  -2.00408  1.81058  0.82443  0.01
C  3.40038  0.67733  1.32692  0.00
C  -3.51780  0.51907  1.67473  0.02
C  -3.73563  2.97004  1.33256  -0.01
C  -2.66411  -6.62212  1.80305  0.21
H  -3.17606  -8.32146  0.56974  0.01
H  -5.27085  -0.32190  2.67760  0.00
C  -2.61091  -8.89630  2.58144  0.01
H  -6.09911  -2.38834  4.34558  0.00
Cr  2.26167  2.40876  1.97678  0.92
C  -2.84884  -7.97248  1.54940  0.21
C  3.23183  2.70670  3.62459  0.01
C  -2.53769  -4.75603  3.11866  0.01
O  -2.72569  -4.13758  4.28852  0.01
H  -5.43743  -5.77999  4.80297  0.00
H  -5.45974  -3.40008  3.03200  0.00
H  -3.99021  -5.45618  0.58234  0.01
C  0.97430  0.75609  0.91574  0.05
H  -6.49508  1.78218  2.89890  0.00
C  -0.29627  0.13234  1.04502  0.19
H  -2.76648  -3.22631  1.55765  0.00
C  2.49739  2.39332  -0.14742  0.00
C  -5.17798  -2.74993  3.87185  0.00
C  -2.73570  -4.26574  1.82944  -0.04
H  0.32379  2.58879  -0.09238  0.00
C  -3.26086  -2.77778  6.45924  0.00
H  -2.68232  -3.49853  7.05162  0.00
H  2.63703  3.25651  -0.80613  0.00
H  -2.31208  -5.38219  0.02115  0.01
H  4.60473  1.98735  0.11007  0.00
C  -1.36053  -0.50106  1.23858  0.03
H  1.90646  -0.39884  2.50745  0.00
C  0.78940  2.90986  3.05485  -0.01
H  4.24313  0.17045  1.80856  0.00
O  0.08057  3.42292  3.83120  -0.01
C  -5.20446  -5.12256  5.65140  0.00
Si  -4.16468  -3.66946  5.12379  0.00
C  3.59427  1.71400  0.40538  0.04
C  -5.01534  2.98337  1.89381  0.10
C  -2.10584  -7.09626  4.13607  0.22
C  -3.00835  1.77757  1.24094  0.08
H  -4.62320  -1.90087  3.46636  0.00
H  -2.53760  -2.07321  6.03156  0.00
C  -2.94296  -5.42668  0.91468  0.04
C  1.19094  1.99857  0.21942  0.03
C  2.58560  4.30092  2.16244  0.02
O  2.75469  5.39299  2.53573  0.04
H  -6.15062  -4.72570  6.05057  0.00
C  -2.32659  -6.19939  3.08745  0.02
H  -3.18900  -1.64907  1.55265  0.02
H  -1.83119  -6.72204  5.12125  0.01
C  -5.51745  1.78276  2.41406  -0.01
H  -2.72615  -9.96858  2.39327  0.00
H  -3.92451  -2.22802  7.13207  0.00
O  3.68066  3.12027  4.61751  0.02
H  -4.72058  -5.72434  6.42822  0.00

Entry 4:
C3H6N2O4 | ωB97M-V with the def2-TZVPD basis set

Computed properties:
* F_max: 3.8 eV/A
* LUMO level: 0.7 eV
* net charge: 0
* orbital gap: 0.384 Eh
* ΔE to the lowest compared entry with this formula, charge and spin: 236.3 kJ/mol
* SMILES: CNC(=O)N(O)C(=O)O

Each line ends with the natural charge from an NBO analysis.
Element x y z (Å)
O  2.26112  0.88312  1.40994  -0.64
H  2.65874  1.51748  2.03892  0.51
C  -1.08930  -0.95671  -1.78209  -0.42
C  1.00823  1.33567  1.21004  0.88
H  -1.55538  -1.78174  -2.32720  0.21
H  -1.07924  1.88062  0.77934  0.50
O  0.92825  -1.52539  1.07109  -0.61
O  0.63897  2.37629  1.74441  -0.64
C  0.21551  -0.81363  0.36023  0.76
H  -0.47945  -2.46642  -0.45505  0.41
N  0.21802  0.56748  0.37072  -0.23
H  -1.83262  -0.17202  -1.63818  0.22
H  -0.23973  -0.57153  -2.35235  0.19
O  -1.03281  1.19234  0.08334  -0.53
N  -0.62031  -1.46557  -0.51317  -0.61

Number 4 is which compound?
C3H6N2O4

Which formula does entry 1 have?
C20H28CoNO3P